{"formula": "C4H13N5", "method": "wB97M-V/def2-TZVPD", "elements": ["C", "C", "C", "C", "N", "N", "N", "N", "N", "H", "H", "H", "H", "H", "H", "H", "H", "H", "H", "H", "H", "H"], "coordinates": [[-1.86482, -1.81904, 0.00807], [1.35119, -0.54147, -1.05964], [0.82077, -0.72180, 1.33395], [0.88940, 2.48685, -0.03356], [-1.23417, -0.71180, -0.68925], [0.46392, -0.23884, 0.03021], [-1.85344, 0.44119, -0.53097], [-0.99160, 1.49779, -0.92385], [-0.19413, 1.53252, 0.12668], [-2.24269, 0.59588, 0.41772], [-1.15189, -2.64095, 0.03712], [-2.18734, -1.56168, 1.02622], [-2.73382, -2.13909, -0.57105], [1.33626, -1.60776, -1.31624], [1.00065, 0.02169, -1.92693], [2.38370, -0.26371, -0.81841], [1.83203, -0.39788, 1.61342], [0.81257, -1.81861, 1.39318], [0.10724, -0.32655, 2.05950], [1.66792, 2.24787, 0.69062], [1.29570, 2.48639, -1.05068], [0.49255, 3.47897, 0.18389]], "forces_ev_per_a": [[0.3, 0.2, 0.3], [-0.3, -0.1, 0.2], [-0.2, -0.3, -0.2], [0.3, -0.2, -0.3], [1.9, 0.5, 0.0], [0.1, -1.3, -0.1], [-1.5, 0.4, 0.1], [1.0, 0.1, 1.3], [-1.8, 0.4, -1.1], [0.3, 0.0, -0.3], [0.0, 0.0, 0.1], [0.0, 0.0, 0.0], [0.1, 0.1, 0.0], [0.0, 0.0, -0.1], [0.1, 0.0, -0.1], [-0.1, 0.1, 0.0], [-0.1, 0.1, -0.1], [0.0, 0.0, 0.0], [0.0, 0.0, 0.0], [0.0, 0.0, 0.0], [0.0, 0.0, 0.1], [0.0, -0.1, 0.0]], "mulliken_charge": [-0.846, -0.980, -1.039, -0.733, -0.003, 0.206, -0.046, -0.726, 0.160, 0.295, 0.307, 0.320, 0.302, 0.294, 0.329, 0.337, 0.310, 0.308, 0.336, 0.270, 0.300, 0.298], "orbital_gap_ha": 0.299, "largest_force_ev_per_a": 2.137, "relative_energy_kcal_mol": 145.0}